{"formula": "C14H16I2MgN5OS2", "method": "ωB97M-V/def2-TZVPD", "fmax_ha_per_bohr": 0.058, "molar_mass_g_mol": 612.56, "energy_ev": -67587.892, "charge": 1, "orbital_gap_ev": 7.6, "symbols": ["Mg", "I", "C", "I", "H", "H", "C", "O", "C", "S", "S", "H", "H", "H", "C", "C", "N", "C", "C", "N", "C", "N", "N", "N", "C", "C", "C", "C", "C", "C", "H", "H", "H", "H", "H", "H", "H", "H", "H", "H", "H"], "xyz": [[2.5606, 1.1369, -1.0325], [5.2404, -0.3576, -1.2934], [4.8828, -0.4179, 0.8768], [2.9108, -1.1910, 1.3069], [4.9594, 0.5972, 1.2477], [5.6086, -1.1371, 1.2689], [2.8440, 6.1360, -1.3218], [3.1404, 5.1268, -0.2741], [3.0084, 3.8156, -0.6233], [2.6314, 3.3166, -2.2077], [3.2379, 2.7465, 0.6897], [2.8216, 7.0820, -0.7651], [1.8719, 5.9429, -1.8184], [3.6748, 6.1408, -2.0424], [0.7544, -1.9733, -2.0100], [0.0642, -0.7427, -1.5279], [0.6664, 0.4043, -1.2372], [-0.3551, 1.3043, -0.8615], [-1.5850, 0.7486, -0.9557], [-1.2762, -0.6313, -1.3826], [-2.2792, -1.6653, -1.5051], [-3.1291, -1.6526, -0.2975], [-4.4147, -1.1528, -0.4093], [-5.0003, -1.2454, 0.7797], [-4.1023, -1.7954, 1.6831], [-4.2586, -2.1302, 3.0359], [-3.1392, -2.6520, 3.6847], [-1.8975, -2.8562, 3.0311], [-1.7264, -2.5393, 1.6764], [-2.8645, -2.0371, 1.0298], [1.8255, -1.7065, -2.0967], [0.3722, -2.3237, -3.0013], [0.6757, -2.8118, -1.2745], [-0.0916, 2.3239, -0.6046], [-2.5635, 1.1938, -0.7788], [-1.8344, -2.6790, -1.5917], [-2.9492, -1.4914, -2.3681], [-5.2374, -1.9674, 3.4876], [-3.2023, -2.9495, 4.7279], [-1.0704, -3.2554, 3.6125], [-0.7744, -2.6539, 1.1428]], "lowdin_charge": [0.144, 0.842, -1.011, 0.815, -0.062, -0.022, -0.058, -0.205, -1.222, 0.640, 0.610, 0.100, 0.081, 0.094, -0.004, -0.364, -0.023, -0.106, 0.042, 0.010, -0.064, -0.079, 0.066, 0.078, -0.234, 0.002, -0.071, -0.069, -0.020, -0.153, 0.066, 0.112, 0.096, 0.112, 0.132, 0.146, 0.148, 0.123, 0.107, 0.105, 0.096]}

=====

{"formula": "C42H76O42", "method": "ωB97M-V/def2-TZVPD", "fmax_ha_per_bohr": 0.133, "molar_mass_g_mol": 1253.03, "energy_ev": -130773.347, "charge": 0, "orbital_gap_ev": 10.6, "symbols": ["C", "C", "O", "C", "O", "O", "H", "H", "H", "H", "C", "C", "O", "C", "O", "O", "H", "H", "H", "H", "C", "C", "O", "C", "O", "O", "H", "H", "H", "H", "C", "C", "O", "C", "O", "O", "H", "H", "H", "H", "C", "O", "C", "O", "O", "C", "H", "H", "H", "H", "H", "H", "C", "O", "C", "O", "O", "C", "H", "H", "H", "H", "H", "H", "C", "O", "C", "O", "O", "C", "H", "H", "H", "H", "H", "H", "C", "O", "C", "O", "O", "C", "H", "H", "H", "H", "H", "H", "C", "O", "C", "O", "O", "C", "H", "H", "H", "H", "H", "H", "C", "O", "C", "O", "O", "C", "H", "H", "H", "H", "H", "H", "C", "O", "C", "O", "O", "C", "H", "H", "H", "H", "H", "H", "C", "O", "C", "O", "O", "C", "H", "H", "H", "H", "H", "H", "C", "O", "C", "O", "O", "C", "H", "H", "H", "H", "H", "H", "C", "O", "C", "O", "O", "C", "H", "H", "H", "H", "H", "H"], "xyz": [[-7.6380, 11.3223, 15.4251], [-6.3665, 11.4297, 14.6731], [-6.0235, 10.0561, 14.5642], [-6.4981, 9.4120, 15.6916], [-6.2409, 8.3015, 15.9581], [-7.3747, 10.2187, 16.2743], [-8.4443, 10.9688, 14.7823], [-7.8854, 12.2216, 15.9891], [-5.5398, 11.9414, 15.1658], [-6.4732, 11.9193, 13.7051], [-5.9688, 16.5724, 20.3349], [-6.4578, 15.5642, 21.3118], [-7.4422, 16.2822, 22.0080], [-7.8906, 17.3525, 21.2934], [-8.9171, 17.9912, 21.5727], [-7.0752, 17.5051, 20.2428], [-5.5916, 16.1033, 19.4262], [-5.0664, 17.0090, 20.7630], [-5.7423, 15.2761, 22.0820], [-7.0892, 14.7643, 20.9250], [7.6034, 11.3997, 8.4413], [8.5769, 12.5685, 8.3161], [7.6863, 13.6765, 8.4393], [6.5099, 13.3647, 8.0457], [5.5922, 14.1391, 7.8223], [6.3693, 12.0451, 8.1482], [7.5675, 10.9127, 9.4158], [7.9518, 10.6852, 7.6955], [9.0697, 12.6339, 7.3461], [9.2429, 12.6009, 9.1783], [-7.9731, 7.5683, 6.2931], [-8.5341, 7.7246, 7.6702], [-7.3900, 8.1499, 8.3496], [-6.6435, 8.9074, 7.6093], [-5.7223, 9.6043, 7.9362], [-7.0038, 8.6490, 6.3695], [-8.8428, 7.7168, 5.6531], [-7.5178, 6.6093, 6.0458], [-8.9780, 6.7764, 7.9734], [-9.3949, 8.3932, 7.6802], [-5.7585, 9.4686, 24.8102], [-4.6717, 9.9087, 23.9334], [-4.0190, 9.0799, 23.1763], [-4.1653, 7.9019, 22.9827], [-2.9746, 9.8983, 22.5878], [-2.0752, 9.3228, 21.6214], [-5.5710, 8.7950, 25.6464], [-6.5181, 8.9863, 24.1950], [-6.1006, 10.3329, 25.3795], [-2.7106, 8.8982, 20.8442], [-1.5371, 8.5691, 22.1963], [-1.4900, 10.1292, 21.1794], [1.0448, 16.3684, 16.3636], [1.3963, 15.8147, 15.0828], [0.6887, 14.8089, 14.7087], [-0.0682, 14.1643, 15.4254], [1.1268, 14.5619, 13.4720], [0.4183, 13.8199, 12.4198], [1.7386, 17.2011, 16.4791], [1.3315, 15.6668, 17.1470], [0.0677, 16.7972, 16.5860], [1.1134, 13.2704, 11.7850], [-0.0950, 14.4998, 11.7397], [-0.3567, 13.2454, 12.9270], [5.1415, 3.9395, 1.8612], [4.0987, 4.3533, 2.7593], [4.4555, 5.1085, 3.8191], [5.5945, 5.4348, 4.1709], [3.3464, 5.4732, 4.3890], [3.3185, 6.4675, 5.4320], [5.6265, 4.7436, 1.3078], [4.8741, 3.1769, 1.1297], [5.9715, 3.5136, 2.4250], [2.4185, 6.5897, 6.0347], [3.3979, 7.4394, 4.9448], [4.1137, 6.3335, 6.1653], [11.9471, 15.1713, 15.3230], [11.5580, 15.5745, 16.6398], [10.2839, 15.2643, 17.0530], [9.4215, 14.7017, 16.3647], [10.2580, 15.6113, 18.2291], [9.0472, 15.8657, 18.9349], [12.9574, 15.4314, 15.0071], [11.1757, 15.7059, 14.7686], [11.8275, 14.1327, 15.0146], [9.2720, 16.3244, 19.8978], [8.5156, 14.9293, 19.1040], [8.4918, 16.6639, 18.4425], [6.6601, 19.5626, 14.1334], [6.6176, 19.8910, 15.4629], [6.5712, 21.1521, 15.8651], [6.0589, 22.1006, 15.2818], [6.9696, 21.2071, 17.1940], [7.1222, 22.4983, 17.8747], [7.6987, 19.5030, 13.8082], [6.1511, 20.2804, 13.4900], [6.3011, 18.5919, 13.7915], [7.5180, 23.2848, 17.2322], [7.9699, 22.3615, 18.5460], [6.2768, 22.8242, 18.4806], [-0.0207, 12.2908, 2.7295], [-0.8407, 11.2209, 2.2126], [-0.1998, 10.4313, 1.2847], [0.9034, 10.6076, 0.8448], [-1.0278, 9.4787, 0.8651], [-0.4401, 8.3721, 0.1724], [0.5070, 12.8729, 1.9740], [0.5893, 11.7978, 3.4864], [-0.6758, 13.0492, 3.1583], [0.2594, 7.8051, 0.7866], [-0.0359, 8.6752, -0.7935], [-1.2890, 7.7088, 0.0068], [1.5878, 6.4013, 13.7110], [2.3972, 6.9445, 14.7857], [3.4516, 7.6901, 14.5173], [3.7510, 8.0975, 13.4084], [4.0197, 7.9387, 15.6842], [5.0242, 8.9942, 15.7801], [0.5315, 6.5958, 13.8968], [1.7004, 5.3199, 13.6332], [1.9188, 6.5895, 12.6896], [4.5238, 9.7133, 16.4286], [5.2273, 9.3468, 14.7688], [5.9912, 8.7364, 16.2120], [-4.6042, 18.9462, 6.4815], [-4.7114, 20.2194, 5.7978], [-3.7001, 20.5729, 4.9715], [-2.6802, 19.8954, 4.7984], [-4.0017, 21.7490, 4.4635], [-3.0549, 22.3915, 3.6958], [-4.6626, 18.0558, 5.8554], [-5.4036, 18.9036, 7.2211], [-3.6830, 18.8444, 7.0552], [-3.5691, 23.1523, 3.1085], [-2.5427, 21.6962, 3.0308], [-2.2325, 22.8082, 4.2772], [2.8544, 24.6671, 6.4922], [2.1488, 23.8703, 7.4806], [2.5629, 22.6671, 7.9237], [3.6074, 22.1627, 7.6112], [1.5794, 22.0828, 8.6011], [1.5223, 20.7145, 8.8044], [3.4558, 25.3790, 7.0577], [2.2012, 25.3060, 5.8980], [3.5588, 24.1090, 5.8754], [0.7256, 20.6257, 9.5431], [2.4434, 20.4061, 9.2989], [1.3331, 20.0767, 7.9410], [0.1389, 19.8490, 23.5827], [1.1918, 18.9278, 23.7625], [1.0865, 17.6252, 23.8062], [0.0022, 17.0684, 23.5919], [2.2284, 16.9940, 23.9048], [2.2563, 15.5939, 23.9846], [-0.5209, 19.9415, 24.4454], [-0.5053, 19.4048, 22.8239], [0.5297, 20.8150, 23.2630], [2.1801, 15.3972, 25.0541], [3.3057, 15.4192, 23.7472], [1.4891, 15.0214, 23.4634]], "lowdin_charge": [-0.127, -0.148, 0.047, -0.582, 0.192, 0.069, 0.141, 0.139, 0.134, 0.136, -0.108, -0.145, 0.032, -0.514, 0.112, 0.078, 0.134, 0.131, 0.142, 0.139, -0.109, -0.090, 0.087, -0.624, 0.132, 0.073, 0.133, 0.128, 0.136, 0.135, -0.093, -0.148, 0.096, -0.632, 0.161, 0.076, 0.131, 0.135, 0.137, 0.136, -0.006, 0.011, -0.555, 0.135, -0.085, -0.052, 0.091, 0.097, 0.091, 0.090, 0.093, 0.090, -0.032, 0.027, -0.641, 0.101, -0.010, 0.003, 0.090, 0.096, 0.099, 0.092, 0.085, 0.089, -0.048, 0.001, -0.599, 0.094, 0.015, -0.019, 0.094, 0.091, 0.088, 0.091, 0.098, 0.094, -0.056, -0.020, -0.649, 0.096, 0.050, 0.004, 0.091, 0.090, 0.090, 0.095, 0.104, 0.106, -0.080, 0.014, -0.536, 0.108, -0.032, -0.032, 0.097, 0.098, 0.098, 0.090, 0.083, 0.091, -0.042, -0.019, -0.591, 0.124, -0.006, -0.037, 0.093, 0.100, 0.090, 0.099, 0.097, 0.092, -0.025, 0.013, -0.626, 0.098, 0.003, -0.003, 0.096, 0.084, 0.089, 0.096, 0.087, 0.088, -0.040, -0.005, -0.570, 0.095, 0.017, -0.070, 0.094, 0.089, 0.090, 0.101, 0.096, 0.102, -0.025, -0.012, -0.590, 0.130, -0.006, -0.063, 0.087, 0.089, 0.092, 0.097, 0.097, 0.104, -0.035, 0.007, -0.608, 0.078, 0.010, -0.041, 0.098, 0.092, 0.098, 0.098, 0.100, 0.102]}

=====

{"formula": "C22H26FN3O2", "method": "ωB97M-V/def2-TZVPD", "fmax_ha_per_bohr": 0.016, "molar_mass_g_mol": 383.47, "energy_ev": -34519.110, "smiles": "OCC1(CCOc2ccccc2)CCN(Cc2nc3ccc(F)cc3[nH]2)CC1", "charge": 0, "orbital_gap_ev": 8.9, "symbols": ["O", "C", "H", "H", "C", "C", "C", "N", "C", "C", "N", "C", "C", "C", "C", "C", "C", "N", "H", "H", "F", "H", "H", "H", "H", "C", "C", "H", "H", "H", "H", "H", "H", "H", "H", "C", "C", "H", "O", "C", "C", "C", "C", "C", "C", "H", "H", "H", "H", "H", "H", "H", "H", "H"], "xyz": [[1.2455, -0.8226, 3.4984], [1.8086, -1.3905, 2.3430], [1.4514, -2.4197, 2.2176], [2.8832, -1.4282, 2.5386], [1.5650, -0.5670, 1.0537], [2.2569, -1.2602, -0.1310], [1.5463, -2.5526, -0.5555], [0.1321, -2.3887, -0.8355], [-0.1462, -1.7076, -2.0924], [-1.5837, -1.8696, -2.4439], [-2.3792, -0.9262, -2.8489], [-3.5964, -1.5261, -3.0569], [-4.8024, -0.9892, -3.4925], [-5.8830, -1.8379, -3.6053], [-5.7545, -3.1892, -3.2885], [-4.5788, -3.7647, -2.8532], [-3.4982, -2.9054, -2.7435], [-2.1977, -3.0909, -2.3622], [-1.7640, -3.9362, -2.0318], [-4.5228, -4.8156, -2.6196], [-6.8453, -3.9785, -3.4159], [-6.8428, -1.4764, -3.9387], [-4.8812, 0.0580, -3.7327], [0.0823, -0.6330, -2.0938], [0.4629, -2.1836, -2.8688], [-0.5438, -1.7926, 0.3050], [0.0632, -0.4541, 0.7448], [-0.4819, -0.0733, 1.6113], [-0.0828, 0.2603, -0.0655], [-1.5942, -1.6421, 0.0436], [-0.5020, -2.5218, 1.1198], [2.0301, -2.9585, -1.4475], [1.6321, -3.3031, 0.2355], [3.2907, -1.4928, 0.1296], [2.2744, -0.5785, -0.9825], [2.1920, 0.8171, 1.3154], [1.8993, 1.9131, 0.2864], [2.1564, 1.5747, -0.7215], [2.7267, 3.0397, 0.4882], [2.4457, 3.9188, 1.4919], [3.3714, 4.9515, 1.6529], [3.1856, 5.9147, 2.6216], [2.0742, 5.8690, 3.4491], [1.1548, 4.8498, 3.2911], [1.3312, 3.8757, 2.3219], [0.5908, 3.0969, 2.2279], [0.2842, 4.8032, 3.9291], [1.9283, 6.6213, 4.2090], [3.9117, 6.7064, 2.7332], [4.2291, 4.9731, 0.9990], [0.8449, 2.2118, 0.2944], [1.8665, 1.1571, 2.3009], [3.2775, 0.6976, 1.3594], [0.2858, -0.8333, 3.4154]], "lowdin_charge": [-0.044, -0.215, 0.115, 0.135, -0.428, -0.107, -0.175, -0.165, -0.117, -0.333, 0.169, -0.235, -0.007, -0.024, -0.282, 0.053, -0.188, 0.171, 0.162, 0.120, 0.047, 0.113, 0.113, 0.122, 0.134, -0.162, -0.102, 0.123, 0.109, 0.122, 0.122, 0.120, 0.116, 0.126, 0.110, -0.104, -0.187, 0.126, -0.041, -0.266, -0.012, -0.089, -0.107, -0.088, -0.028, 0.103, 0.103, 0.097, 0.102, 0.116, 0.119, 0.114, 0.136, 0.085]}

=====

{"formula": "C2O3S2", "method": "ωB97M-V/def2-TZVPD", "fmax_ha_per_bohr": 0.121, "molar_mass_g_mol": 136.15, "energy_ev": -29879.894, "charge": 0, "orbital_gap_ev": 9.0, "symbols": ["C", "C", "O", "O", "O", "S", "S"], "xyz": [[-0.6935, -0.3178, 0.4413], [0.6928, 0.3710, -0.4239], [-2.5375, -1.6985, 1.4704], [2.6783, 1.2808, -1.7116], [0.1956, -0.9144, -0.4538], [-1.9729, -0.3579, 1.4342], [1.6372, 1.6368, -0.7567]], "lowdin_charge": [-0.382, -0.392, -0.548, -0.548, -0.014, 0.940, 0.944]}